Entry 1:
72
Properties=species:S:1:pos:R:3:forces:R:3:lowdin_charge:R:1 method="wB97M-V/def2-TZVPD" de_lowest_kj_mol=0.0 homo_lumo_gap_ev="7.172 / 7.365" total_charge=+1 lumo_ev="-3.76 / -3.66"
Mo 0.0216 0.1664 -0.6578 0.19 -1.43 0.15 1.853
O 3.7230 0.2101 -1.5897 0.04 -0.10 0.02 0.157
C 2.8025 0.7857 -1.0906 0.33 0.47 -0.20 -0.505
O 1.8465 0.1558 -0.3879 1.91 -0.34 0.83 -0.238
C 2.6105 2.2585 -1.1031 -0.21 0.28 0.17 -0.038
C 3.6584 3.0648 -1.4929 0.12 0.10 -0.14 0.103
C 3.5464 4.4462 -1.4109 0.07 -0.28 0.00 -0.117
C 2.4616 5.0388 -0.8213 -0.35 -0.04 0.22 0.103
C 1.4023 4.2496 -0.3776 1.17 -0.98 -0.87 -0.057
C 1.3822 2.8285 -0.6486 -0.16 0.35 -0.23 -0.219
O 0.3154 2.0977 -0.5578 0.58 2.50 0.53 -0.240
N 0.4275 4.8951 0.4078 -1.51 -0.24 0.88 -0.337
O -0.3544 4.1798 1.0624 0.12 -0.35 0.20 0.003
O 0.3766 6.0915 0.4737 0.25 0.59 -0.22 0.131
N 4.6442 5.2926 -1.8887 0.11 0.14 -0.03 -0.352
O 5.6132 4.7315 -2.3552 -0.08 0.07 0.04 0.101
O 4.5010 6.4950 -1.7860 0.05 -0.16 -0.02 0.094
H 4.5665 2.6177 -1.8755 -0.01 -0.03 0.01 0.146
H 2.4307 6.1089 -0.6740 0.02 -0.01 0.00 0.141
Cl -7.4195 0.5403 -2.2443 -0.15 0.00 -0.05 0.732
C -5.7371 0.4416 -1.9142 0.25 0.02 0.10 -0.664
C -4.9039 1.4831 -2.2951 -0.10 0.00 -0.08 -0.108
C -3.5545 1.4069 -2.0162 0.59 -0.45 0.31 -0.576
Cl -2.4816 2.6821 -2.4437 -0.03 0.11 -0.07 0.774
C -3.0094 0.2890 -1.3582 -0.86 0.07 -0.31 -0.390
O -1.7064 0.2051 -1.0542 -2.97 0.29 -1.02 -0.356
C -3.8866 -0.7365 -0.9806 0.57 0.39 0.07 -0.570
Cl -3.2012 -2.0478 -0.0884 -0.20 -0.17 0.11 0.787
C -5.2380 -0.6659 -1.2456 -0.18 -0.11 -0.04 -0.111
H -5.3035 2.3450 -2.8098 0.02 0.01 0.01 0.117
H -5.9015 -1.4603 -0.9356 0.03 -0.03 0.01 0.116
N -1.0522 2.3379 3.6445 0.25 0.64 -0.85 0.069
C -2.2552 1.7221 3.0232 -0.53 -0.25 -0.56 -0.083
C -1.9163 1.3160 1.5873 0.26 0.06 0.34 -0.147
N -0.7255 0.4378 1.4908 0.23 0.13 0.11 -0.108
C 0.4126 0.8754 2.3363 -0.26 0.10 0.21 -0.149
C -0.0071 1.2878 3.7477 0.64 -0.54 -0.22 -0.087
H -1.2604 2.7621 4.5459 -0.02 0.05 0.05 0.190
H -0.7208 3.0920 2.9829 -0.19 -0.40 0.64 0.171
H -3.0745 2.4387 3.0108 0.07 0.06 0.07 0.147
H -2.5473 0.8569 3.6196 0.07 0.11 0.12 0.142
H -1.7315 2.2071 0.9950 0.05 0.15 -0.17 0.107
H -2.7744 0.7892 1.1772 0.01 -0.01 -0.05 0.119
H -0.9763 -0.5053 1.7913 0.12 -0.18 -0.22 0.103
H 0.9042 1.7184 1.8596 0.04 0.11 -0.16 0.113
H 1.1228 0.0522 2.4030 -0.01 0.00 -0.05 0.133
H 0.8552 1.6610 4.2971 -0.06 0.12 -0.01 0.146
H -0.4238 0.4365 4.2877 -0.10 0.15 0.10 0.143
C -1.1480 -4.6813 -1.6412 0.13 -0.05 0.09 -0.080
C -0.3318 -5.0121 -0.3908 -0.02 0.07 -0.16 -0.137
C 0.9242 -4.1129 -0.1190 -0.22 -0.37 0.15 -0.296
C 1.7538 -4.7381 1.0105 0.24 0.25 -0.03 -0.171
C 2.9793 -3.8995 1.3711 -0.12 -0.09 0.00 -0.063
C 1.7437 -4.0971 -1.4028 -0.08 0.17 -0.06 -0.377
O 2.4569 -4.9965 -1.7462 -0.04 -0.01 0.03 0.158
N 1.6019 -2.9688 -2.2317 0.14 0.07 -0.18 0.257
C 0.8622 -1.8884 -1.9081 -0.21 -0.28 -0.07 -0.530
O 0.7738 -0.8396 -2.5908 -0.17 0.14 0.13 0.002
N 0.1848 -1.8467 -0.7400 0.30 -0.97 0.56 -0.027
C 0.4030 -2.7508 0.2792 -0.13 0.34 -0.10 -0.418
O 0.1202 -2.4330 1.4234 -0.04 -0.29 -0.09 0.063
H -2.0650 -5.2693 -1.6431 0.02 -0.03 -0.03 0.085
H -0.5958 -4.9250 -2.5496 -0.01 0.00 -0.02 0.085
H -1.4350 -3.6330 -1.6828 -0.04 0.06 -0.01 0.033
H 0.0336 -6.0365 -0.4720 0.05 0.00 0.09 0.130
H -0.9632 -4.9538 0.4980 0.06 -0.01 0.05 0.125
H 2.0767 -5.7233 0.6765 -0.09 -0.04 0.01 0.124
H 1.1112 -4.8540 1.8831 -0.05 -0.05 -0.04 0.124
H 3.6235 -3.7581 0.5019 0.05 0.02 0.03 0.083
H 3.5635 -4.4014 2.1410 0.04 0.02 -0.01 0.082
H 2.6864 -2.9221 1.7564 0.04 0.02 -0.01 0.067
H 2.1780 -2.9412 -3.0632 -0.02 0.03 -0.05 0.186


Entry 2:
6
Properties=species:S:1:pos:R:3:forces:R:3:lowdin_charge:R:1 method="wB97M-V/def2-TZVPD" de_lowest_kj_mol=515.9 homo_lumo_gap_ev=6.092 lumo_ev=-3.02
H -0.6137 -0.0996 1.8969 -0.33 -0.40 -0.48 0.056
N -0.2695 -1.0146 1.5087 0.42 0.81 1.39 -0.052
N -0.1782 -1.0749 0.3019 -0.90 0.15 -2.27 -0.058
H -0.6111 -0.2788 -0.2973 0.80 -0.62 1.44 0.050
O 1.4195 1.3575 -1.4989 -4.13 -0.89 -1.43 0.018
O 0.2529 1.1104 -1.9112 4.14 0.94 1.35 -0.014


Entry 3:
77
Properties=species:S:1:pos:R:3:forces:R:3:lowdin_charge:R:1 method="wB97M-V/def2-TZVPD" homo_lumo_gap_ev=8.046 total_charge=+1 lumo_ev=-3.23
Pt 0.3776 -0.8795 -0.3598 0.42 -0.44 -0.26 0.406
I 0.0525 0.0818 -2.7774 -0.18 0.19 0.02 1.191
C -0.1236 2.1309 -2.3582 0.04 -0.06 -0.01 -0.572
C -1.0950 2.7515 -3.0949 -0.03 -0.18 -0.07 -0.159
C -1.3220 4.1294 -2.9700 0.03 0.08 0.03 -0.054
C -0.5393 4.8391 -2.1142 -0.01 -0.01 -0.02 -0.015
C 0.4697 4.2145 -1.3418 -0.05 0.01 -0.02 -0.150
C 1.2449 5.0401 -0.4952 0.09 -0.07 0.05 -0.009
C 2.2308 4.5030 0.2686 -0.09 0.08 -0.06 -0.035
C 2.4366 3.1159 0.2362 0.04 -0.11 -0.01 -0.065
C 1.7133 2.2459 -0.5556 0.31 0.03 0.17 -0.262
P 2.2177 0.4717 -0.2999 -0.23 0.59 0.06 0.864
C 2.9884 0.5009 1.3345 0.01 -0.15 -0.13 -0.406
C 2.1578 0.6361 2.4457 -0.03 0.04 0.00 -0.114
C 2.7057 0.6651 3.7124 0.02 0.01 0.05 -0.055
C 4.0820 0.5473 3.8784 0.00 0.00 -0.03 -0.056
C 4.9077 0.4103 2.7745 -0.02 0.00 0.01 -0.057
C 4.3622 0.3907 1.4964 0.07 -0.03 0.01 -0.070
C 3.4949 0.1098 -1.5125 -0.02 -0.04 -0.02 -0.404
C 3.9880 1.0754 -2.3847 0.02 -0.02 0.03 -0.077
C 4.9666 0.7308 -3.3064 0.01 -0.02 -0.01 -0.062
C 5.4516 -0.5679 -3.3519 0.00 0.03 -0.02 -0.061
C 4.9591 -1.5313 -2.4808 0.00 -0.04 0.02 -0.058
C 3.9762 -1.1993 -1.5645 -0.01 0.00 0.00 -0.093
C 0.7059 2.8052 -1.4166 -0.12 -0.03 -0.02 -0.192
H -1.6931 2.1751 -3.7888 -0.01 0.01 0.00 0.092
H -2.0938 4.6063 -3.5570 -0.01 0.00 -0.01 0.118
H -0.6683 5.9083 -2.0074 -0.01 0.01 0.00 0.123
H 1.0366 6.1020 -0.4803 0.00 0.01 0.01 0.124
H 2.8450 5.1163 0.9131 -0.01 0.01 0.00 0.119
H 3.2050 2.7311 0.8887 0.01 -0.05 -0.01 0.103
H 1.0823 0.7122 2.3211 0.00 -0.02 -0.01 0.102
H 2.0610 0.7644 4.5752 0.00 0.00 0.00 0.112
H 4.5068 0.5556 4.8730 0.01 0.00 0.01 0.111
H 5.9773 0.3142 2.9021 0.00 0.00 0.00 0.111
H 5.0121 0.2846 0.6369 -0.02 0.00 0.00 0.109
H 3.6167 2.0915 -2.3464 -0.01 0.01 0.01 0.106
H 5.3508 1.4790 -3.9866 0.00 0.00 0.00 0.111
H 6.2159 -0.8338 -4.0697 0.01 0.01 -0.01 0.112
H 5.3390 -2.5433 -2.5183 0.00 0.00 0.00 0.114
H 3.5860 -1.9495 -0.8845 0.00 0.00 -0.01 0.105
N 1.7071 -2.6528 1.8394 0.14 -0.07 -0.08 0.044
C 1.2209 -1.9913 1.0288 -0.55 0.22 0.29 -0.548
C -2.4920 2.0131 2.9255 -0.01 -0.02 0.01 -0.071
C -2.2789 2.1975 1.5663 0.00 0.01 0.02 -0.072
C -2.1669 1.0987 0.7290 0.00 -0.01 -0.06 -0.135
C -2.2778 -0.1948 1.2411 -0.08 -0.07 -0.02 -0.362
C -2.4788 -0.3740 2.6052 0.02 -0.03 -0.02 -0.090
C -2.5924 0.7289 3.4408 0.00 0.04 0.01 -0.065
As -1.8982 -1.7112 0.0795 0.15 0.00 0.19 1.214
C -2.2480 -3.2735 1.1434 0.02 0.05 -0.03 -0.398
C -3.5117 -3.4459 1.7092 -0.02 0.03 -0.04 -0.128
C -3.7756 -4.5707 2.4722 0.00 0.02 -0.01 -0.067
C -2.7816 -5.5222 2.6690 -0.01 -0.01 0.01 -0.064
C -1.5283 -5.3505 2.1053 0.00 -0.02 0.01 -0.059
C -1.2551 -4.2244 1.3400 -0.05 0.00 -0.03 -0.102
C -3.2649 -1.7622 -1.2904 -0.02 0.08 0.03 -0.365
C -3.5771 -0.6195 -2.0235 -0.01 0.06 0.05 -0.138
C -4.5452 -0.6682 -3.0135 -0.02 -0.03 -0.02 -0.073
C -5.1998 -1.8614 -3.2877 0.01 0.01 0.01 -0.068
C -4.8876 -3.0012 -2.5640 -0.02 0.00 -0.01 -0.064
C -3.9265 -2.9539 -1.5638 0.11 -0.08 -0.06 -0.097
H -2.5774 2.8682 3.5827 0.00 0.01 0.00 0.109
H -2.1954 3.1963 1.1560 0.00 -0.01 0.00 0.108
H -1.9862 1.2659 -0.3265 0.04 0.00 0.01 0.059
H -2.5344 -1.3694 3.0253 0.00 0.00 0.00 0.099
H -2.7569 0.5804 4.4998 0.01 0.00 0.00 0.111
H -4.2894 -2.7073 1.5497 0.00 0.00 0.00 0.116
H -4.7548 -4.7068 2.9113 0.00 0.00 0.00 0.111
H -2.9890 -6.4007 3.2653 0.00 0.00 0.00 0.111
H -0.7549 -6.0901 2.2618 0.01 0.00 0.00 0.113
H -0.2707 -4.0908 0.9182 0.04 0.01 -0.02 0.068
H -3.0881 0.3237 -1.8151 0.00 -0.02 -0.01 0.063
H -4.7930 0.2264 -3.5696 0.00 0.01 0.00 0.108
H -5.9543 -1.9003 -4.0617 0.00 0.00 -0.01 0.111
H -5.3937 -3.9341 -2.7732 -0.01 0.00 0.00 0.112
H -3.6922 -3.8532 -1.0095 0.00 0.01 0.02 0.102


Entry 4:
16
Properties=species:S:1:pos:R:3:forces:R:3:lowdin_charge:R:1 method="wB97M-V/def2-TZVPD" de_lowest_kj_mol=410.0 homo_lumo_gap_ev=9.655 smiles="C[C@H]1N[C@H]1CC=O" lumo_ev=0.80
C -1.1314 -0.3649 1.0531 2.18 -0.73 0.25 -0.041
C -1.2921 0.1788 -0.2973 1.69 -0.37 -1.04 -0.273
N -0.8708 1.5237 -0.5468 -0.15 0.82 0.01 0.018
C 0.1472 0.6385 -1.0303 -1.29 -1.60 0.38 -0.250
C 1.3551 0.3347 -0.2429 -0.17 -1.88 1.06 -0.087
C 1.2890 -1.2789 0.4455 1.77 1.02 -2.10 -0.319
O 1.0072 -2.2449 -0.2341 -0.01 0.70 0.45 0.009
H -1.0776 0.3684 1.8588 -0.40 0.00 -0.11 0.093
H -1.7192 -1.2597 1.2828 0.11 0.35 -0.05 0.095
H 0.0527 -0.7569 1.0200 -2.89 0.72 0.93 0.051
H -1.8965 -0.3783 -1.0116 -0.10 0.40 0.13 0.131
H -1.3901 1.9400 -1.3056 -0.01 0.21 -0.04 0.104
H 0.1664 0.3523 -2.0825 -0.13 0.25 0.20 0.133
H 1.5377 1.0450 0.5756 0.02 -0.30 -0.23 0.112
H 2.2492 0.1530 -0.8471 -0.13 0.40 -0.03 0.104
H 2.0144 -1.3700 1.2872 -0.48 0.01 0.20 0.120


Record-wise energy values, in eV: -97225.35188 -7100.23216 -125980.94513 -8864.96355